C31H46MoN4P2Si as an isolated structure, computed with ωB97M-V/def2-TZVPD.

XYZ file:
```
85
C31H46MoN4P2Si ωB97M-V/def2-TZVPD
Mo -1.21836 -4.16092 -2.29268
C -0.64309 -5.50525 -3.68602
C -0.52353 -4.16852 -4.26001
C -1.52313 -3.67350 -5.28392
C -2.95376 -3.61925 -4.73508
C -2.95900 -3.45952 -3.23983
C -3.23314 -4.53145 -2.33356
C -3.03500 -5.97386 -2.61195
C -1.91453 -6.32442 -3.65586
C -1.50262 -2.84576 -0.63752
H 0.26886 -6.05945 -3.43398
H 0.49488 -3.75852 -4.31810
H -1.45656 -4.29332 -6.19274
H -1.21454 -2.66935 -5.59115
H -3.49801 -2.78568 -5.20411
H -3.51892 -4.49729 -5.06505
H -3.27821 -2.46431 -2.91494
H -3.85189 -4.29535 -1.47118
H -3.99417 -6.43531 -2.90226
H -2.78813 -6.46688 -1.65767
H -1.63241 -7.36301 -3.43070
H -2.36198 -6.39399 -4.64837
H -1.09765 -3.53029 0.13153
H -2.55831 -2.65106 -0.45948
H -0.91153 -1.92743 -0.67752
P -1.80186 0.14856 -2.03431
P 1.35309 -1.16285 -2.45073
N -3.72951 -0.12819 -2.16425
N -1.91048 1.82482 -1.96217
N 1.88902 -3.08711 -2.42594
N 2.89248 -0.57978 -2.83795
C -1.18124 -0.26299 -3.73015
C 0.33933 -0.57510 -3.90820
C -4.48066 -0.98050 -1.34365
C -5.82967 -0.87969 -1.67396
C -5.93174 0.06098 -2.74246
C -4.63585 0.49094 -3.02129
C -2.50574 2.43088 -0.82918
C -2.83652 3.72369 -1.17102
C -2.40383 3.95400 -2.52405
C -1.81469 2.78547 -2.98134
C 1.01366 -3.87625 -1.51595
C 1.64060 -5.18996 -1.43653
C 2.82514 -5.16487 -2.15875
C 2.94889 -3.89024 -2.75197
C 3.83141 -1.13480 -3.71619
C 5.07551 -0.59891 -3.44139
C 4.91625 0.32177 -2.34896
C 3.57969 0.32409 -1.99988
H -1.45972 0.54385 -4.42681
H -1.76785 -1.13722 -4.06024
H 0.50509 -1.35194 -4.67150
H 0.83801 0.34589 -4.25377
H -4.00953 -1.56589 -0.56567
H -6.64241 -1.40314 -1.18856
H -6.84240 0.38931 -3.22132
H -4.30083 1.21176 -3.74477
H -2.61082 1.85352 0.08240
H -3.34460 4.42287 -0.52719
H -2.54201 4.86098 -3.08882
H -1.29379 2.54469 -3.89960
H 0.94562 -3.38407 -0.53234
H 1.24573 -5.97663 -0.79950
H 3.54548 -5.96900 -2.26401
H 3.80255 -3.56882 -3.33521
H 3.51838 -1.84720 -4.45646
H 5.99867 -0.84016 -3.94135
H 5.68893 0.91287 -1.88123
H 3.03151 0.87279 -1.25250
C 1.09448 1.70998 1.55925
Si 1.57432 -0.05700 2.08174
C 3.41528 -0.26826 2.43406
C 0.46340 -0.69744 3.45244
C 1.20433 -0.86485 0.48731
H 1.16467 2.42282 2.39241
H 0.05576 1.70347 1.18394
H 1.74969 2.06510 0.74613
H 3.77413 0.45087 3.18169
H 3.63900 -1.27716 2.81483
H 4.00492 -0.11322 1.51570
H -0.58424 -0.45227 3.22069
H 0.54098 -1.79166 3.53463
H 0.70912 -0.26039 4.42995
H 1.22449 -0.18441 -0.37683
H 1.55594 -1.85701 0.23459
```

Results
relative energy (zero: lowest compared OMol25 entry of this formula, charge and spin)	70.3	kcal/mol
expectation value of S²	2.01
charge	+2
2S+1	3
LUMO energy (spin up / spin down)	-6.83 / -10.16	eV
orbital gap (spin up / spin down)	6.4 / 3.0	eV

Atom charges from the Löwdin analysis, given in e for atoms 1 to 4:
1 Mo 1.537
2 C -0.316
3 C -0.294
4 C -0.188